(1)
{"formula": "C5H5FO4Rh", "method": "ωB97M-V with the def2-TZVPD basis set", "elements": ["C", "H", "H", "C", "O", "Rh", "H", "O", "O", "O", "C", "C", "C", "H", "H", "F"], "xyz": [[1.043, -0.133, 1.644], [1.047, -0.022, 0.241], [1.548, 0.820, 1.853], [-0.044, -0.309, 2.557], [-1.210, 0.151, 2.439], [-2.479, 0.556, 1.185], [0.184, -0.796, 3.520], [-1.176, -0.423, -2.410], [-0.263, 1.056, -1.160], [-2.304, 0.338, -0.623], [0.219, -0.532, -2.646], [0.856, 0.255, -1.602], [-1.370, 0.411, -1.431], [0.540, -1.467, -3.096], [1.601, -1.075, 1.563], [1.806, 1.168, -2.033]], "orbital_gap_ev": [7.6, 8.1], "relative_energy_ev": 2.139, "multiplicity": 6, "charge": 2, "homo_energy_ev": [-16.64, -20.06]}

=====

(2)
{"formula": "C5H5FOS", "method": "ωB97M-V with the def2-TZVPD basis set", "elements": ["F", "C", "C", "C", "O", "C", "C", "S", "H", "H", "H", "H", "H"], "xyz": [[-1.026, -0.853, -2.329], [-0.425, -0.639, -1.142], [0.138, -1.522, -0.350], [0.302, -1.007, 1.042], [-1.016, -0.642, 1.734], [-0.210, 0.360, 0.951], [-0.513, 0.884, -0.416], [1.203, 1.595, -0.938], [-0.004, -2.465, -0.545], [1.247, -1.455, 1.553], [0.088, 1.137, 1.775], [-1.285, 1.631, -0.862], [1.502, 2.978, -0.473]], "orbital_gap_ev": 9.9, "relative_energy_ev": 4.246, "multiplicity": 1, "homo_energy_ev": -9.58}

=====

(3)
{"formula": "C5H5FOS", "method": "ωB97M-V with the def2-TZVPD basis set", "elements": ["C", "C", "F", "C", "C", "S", "C", "O", "H", "H", "H", "H", "H"], "xyz": [[-2.196, -0.632, 0.493], [-0.887, -0.676, 0.268], [-0.268, -1.877, 0.071], [0.040, 0.452, 0.186], [-0.299, 1.576, -0.420], [1.609, 0.265, 1.088], [2.586, -0.517, -0.188], [3.795, -0.767, -0.062], [-2.664, 0.338, 0.707], [-2.784, -1.509, 0.378], [0.313, 2.502, -0.361], [-1.218, 1.603, -1.049], [1.972, -0.759, -1.110]], "orbital_gap_ev": 10.1, "relative_energy_ev": 1.514, "multiplicity": 1, "homo_energy_ev": -9.98}